Record 1
The following is a quantum chemistry calculation of 5 unconnected molecules or ions with the total composition C30H53NO15 at a distorted geometry, from the Open Molecules 2025 dataset.

Element x y z (Å)
O: -3.713 -2.663 2.851
O: 3.808 -3.252 -4.760
O: -4.407 -0.958 1.515
O: 4.417 8.425 -4.132
O: -4.772 -5.147 7.474
O: -7.034 -5.079 7.283
O: -3.715 -2.961 0.696
O: -5.959 -4.879 9.277
O: 5.602 8.136 -5.933
O: 0.138 3.388 -0.207
O: 5.071 -1.121 -4.899
O: 1.534 5.093 -0.781
O: 3.340 8.220 -6.125
O: 0.634 4.876 1.299
O: 3.601 -1.596 -3.153
N: 5.620 0.583 -3.180
C: 2.306 -2.713 1.957
C: 4.879 0.193 -4.313
C: 3.487 2.569 -4.447
C: 0.449 -3.311 0.100
C: 4.326 2.941 -3.145
C: 2.460 -3.670 -4.403
C: -3.975 -1.868 4.014
C: 3.158 8.544 -3.456
C: -4.706 -5.421 6.076
C: 2.441 -4.595 -3.064
C: -4.059 -2.497 -0.608
C: 0.068 -3.383 -1.463
C: 1.026 -5.355 -3.064
C: 0.195 2.952 -1.560
C: 0.603 7.308 1.142
C: 2.455 7.203 -3.357
C: -7.911 -6.122 10.043
C: 2.011 -3.118 0.402
C: 4.120 -1.984 -4.240
C: 5.329 1.871 -2.680
C: -5.464 -1.767 4.291
C: 5.666 7.851 -7.329
C: 1.290 6.082 1.713
C: 4.348 8.265 -5.464
C: -6.026 -5.030 7.944
C: 0.028 -4.937 -1.877
C: 3.862 1.142 -4.955
C: -3.980 -2.076 1.673
C: 0.847 4.507 0.026
C: -7.219 -4.775 9.953
H: 2.697 -3.620 2.555
H: -3.487 -2.371 4.853
H: 2.427 -2.288 -0.276
H: 2.350 6.050 1.450
H: -5.258 -4.677 5.499
H: 0.536 -5.289 -4.095
H: 2.091 -4.327 -5.281
H: 2.196 6.814 -4.345
H: 5.119 8.596 -7.911
H: -0.100 -2.404 0.560
H: 2.549 -4.114 0.239
H: 3.378 8.909 -2.450
H: -5.987 -1.247 3.485
H: -5.647 -1.223 5.221
H: 3.104 6.462 -2.885
H: 1.230 2.827 -1.889
H: 1.361 -2.349 2.490
H: -0.308 1.986 -1.626
H: -3.513 -0.882 3.916
H: 2.531 9.296 -3.943
H: 1.535 7.292 -2.775
H: 1.065 8.222 1.524
H: 0.698 -2.716 -2.140
H: 3.101 -1.893 1.945
H: 2.664 -3.991 -2.123
H: 5.953 2.178 -1.760
H: 4.190 3.952 -2.611
H: 6.714 7.881 -7.628
H: -3.658 -5.382 5.774
H: 5.277 6.850 -7.522
H: 1.228 6.111 2.804
H: 0.664 7.328 0.051
H: -8.167 -6.507 9.053
H: 1.710 -2.798 -4.335
H: -5.908 -2.762 4.367
H: 3.325 0.767 -5.900
H: 3.296 -5.345 -3.214
H: -3.702 -3.232 -1.331
H: -1.014 -2.978 -1.541
H: -7.002 -4.415 10.962
H: -8.833 -6.044 10.625
H: 1.264 -6.477 -2.906
H: -5.144 -2.419 -0.700
H: -0.458 7.310 1.400
H: -0.331 3.662 -2.202
H: -7.851 -4.025 9.471
H: -3.583 -1.539 -0.827
H: -5.087 -6.424 5.876
H: 2.718 3.251 -4.927
H: -1.042 -5.145 -2.268
H: 0.169 -5.640 -0.987
H: -7.256 -6.861 10.510
H: 0.016 -4.232 0.634

## Properties
Total charge = 0
ΔE to the lowest compared entry with this formula, charge and spin = 4.155 eV
Max |F| = 6.2 eV/Å
HOMO = -9.203 eV
Orbital gap = 9.33 eV

=====

Record 2
The following is a quantum chemistry calculation of a molecular structure, C30H54N7OP2V at a distorted geometry, from the Open Molecules 2025 dataset.

Element x y z (Å)
V: -0.031 0.681 0.415
P: 0.098 -2.966 0.027
P: -0.733 3.032 0.458
O: -1.672 0.586 2.986
N: -1.587 0.309 -0.858
N: 1.033 -0.328 -0.861
N: 2.273 0.554 3.886
N: 2.644 1.258 5.034
N: 1.303 1.023 3.083
N: 3.218 -0.179 3.236
N: 1.507 0.391 1.888
C: -1.049 0.648 1.974
C: 1.315 -1.821 -4.369
C: 0.894 -4.472 -0.960
C: -3.812 -0.127 -2.457
C: -1.744 -4.533 1.680
C: 1.840 3.679 1.153
C: -1.350 3.931 3.003
C: 3.114 -0.852 -3.032
C: 0.464 -4.383 -2.436
C: -3.295 3.058 1.624
C: 1.350 3.846 -1.307
C: -2.284 1.364 -1.329
C: -3.424 1.168 -2.096
C: 1.587 -0.841 -3.249
C: -1.799 2.796 -1.032
C: -2.424 5.327 1.212
C: 2.669 -0.288 2.011
C: -0.581 -3.550 1.815
C: 0.615 -4.108 2.609
C: -1.992 3.889 1.602
C: -1.832 -0.980 -1.332
C: -1.048 -2.315 2.580
C: 1.149 0.523 -3.787
C: -3.007 -1.209 -2.100
C: 0.440 -5.876 -0.513
C: -0.827 -2.078 -1.320
C: 0.788 4.118 0.105
C: 2.436 -4.336 -0.808
C: 0.553 5.643 0.223
C: 0.820 -1.077 -1.865
H: -2.744 5.418 0.162
H: -3.956 2.060 -2.405
H: 2.801 -3.421 -1.313
H: 0.248 -1.974 -4.545
H: -1.664 6.089 1.432
H: 1.133 -4.978 -3.061
H: 2.745 -4.297 0.259
H: 3.127 -0.878 1.209
H: -1.257 3.283 -1.885
H: -0.180 -1.646 2.752
H: 0.342 5.961 1.256
H: -3.296 -2.215 -2.447
H: 3.459 -0.178 -2.219
H: -1.118 2.926 3.387
H: 2.302 4.403 -1.390
H: -3.154 2.052 2.033
H: 1.580 2.783 -1.493
H: -4.697 -0.263 -3.090
H: -0.638 -6.035 -0.667
H: 1.422 3.621 2.171
H: 1.731 -1.386 -5.304
H: -1.249 -2.886 -1.950
H: 1.699 0.723 -4.715
H: 3.227 0.655 5.615
H: -0.237 6.003 -0.458
H: -3.292 5.577 1.848
H: 1.014 -5.053 2.215
H: 1.840 -2.792 -4.224
H: 0.686 -6.133 0.518
H: 1.344 1.328 -3.061
H: 0.470 -3.355 -2.815
H: -1.430 -2.616 3.585
H: -2.550 -4.098 1.055
H: -2.154 -4.724 2.693
H: 0.072 0.519 -4.006
H: 0.945 -6.620 -1.155
H: 3.565 -0.554 -4.010
H: 0.321 -4.258 3.668
H: -4.014 3.590 2.269
H: 2.661 4.416 1.171
H: -2.069 4.399 3.694
H: 2.263 2.692 0.898
H: 3.491 -1.855 -2.784
H: -1.441 -5.505 1.261
H: -3.754 2.983 0.627
H: 1.412 -3.344 2.602
H: 1.492 6.146 -0.073
H: -0.435 4.545 3.019
H: -2.726 3.373 -0.877
H: 1.806 1.592 5.497
H: 0.678 4.215 -2.099
H: -0.543 -4.818 -2.558
H: 2.950 -5.221 -1.247
H: -1.848 -1.748 2.060

## Properties
Total charge = +3
Max |F| = 8.4 eV/Å
HOMO (spin up / spin down) = -16.507 / -16.495 eV
Orbital gap (spin up / spin down) = 4.47 / 4.64 eV
2S+1 = 2

=====

> Which value of total charge does entry 1 give?

0

=====

> Which formula does entry 2 have?

C30H54N7OP2V

=====

> Among the records above, which one has the lowest max |F|?

C30H53NO15

=====

> The highest max |F| belongs to which entry?

C30H54N7OP2V